(1)
Computed, not measured: a molecular structure, C45H62Ge2N5O5S3Ti at a distorted geometry, with ωB97M-V with the def2-TZVPD basis set.

Output
- HOMO (alpha / beta): -9.50 / -9.50 eV
- Charge: +1
- Strongest force on any atom: 1.18 eV/Å
- Multiplicity: 1
- E_tot: -8599.4964 hartree

```
123
Properties=species:S:1:pos:R:3:forces:R:3:mulliken_charge:R:1
Ge -2.35098 1.14707 0.74582 -0.22 -0.01 -0.17 1.76
Ge -1.65845 -0.26776 -1.92097 0.12 0.07 0.07 1.31
Ti -0.23117 -0.34746 0.37177 0.08 -0.82 0.84 -1.12
S 2.86826 -2.40428 1.24694 0.19 -0.23 -0.03 -0.06
S 7.09861 0.27756 -4.67668 0.26 -0.15 0.13 1.22
S 0.49572 1.86648 2.90678 0.07 0.06 0.01 0.37
O 6.09634 -0.72234 -4.99149 -0.16 -0.10 0.03 -0.67
O 0.35082 0.47755 2.27700 -0.16 0.15 -0.31 -0.43
O 1.62785 -1.56776 0.94878 -0.37 0.25 -0.06 -0.17
O 7.90409 0.72787 -5.77549 0.00 0.10 -0.02 -0.69
O 7.81539 0.00412 -3.43052 -0.15 0.04 -0.03 -0.69
N -0.79044 -2.42530 0.32447 -0.13 0.07 -0.08 -0.48
N 1.07564 0.84869 -0.66031 0.25 0.44 -0.01 1.12
N -1.06561 -2.21190 1.71116 0.00 0.15 -0.02 0.64
N 6.61968 2.94539 -4.24496 -0.07 0.10 -0.15 -0.47
N 4.97573 1.41650 -3.55206 -0.35 -0.14 0.21 -0.10
C -1.64606 0.77488 6.14136 -0.01 -0.02 0.00 -0.82
C 6.11596 1.71367 -4.14590 0.20 0.06 0.02 0.02
C -1.94945 3.09708 0.72184 0.01 0.02 -0.09 -0.25
C -1.88267 -3.27886 2.37295 -0.01 0.03 -0.05 1.24
C -4.62985 -0.14887 -2.66454 0.03 -0.06 -0.03 0.48
C -5.95254 0.28338 -2.51474 0.04 -0.01 0.01 -0.75
C -1.86717 1.48565 -4.28161 -0.03 -0.01 -0.05 -1.41
C 2.72672 0.57445 -2.34489 0.21 0.09 -0.19 -0.65
C 3.97710 -3.45466 -0.94200 -0.01 0.00 -0.09 -0.65
C -1.12251 -4.60429 2.34974 0.00 -0.02 0.00 -1.73
C 2.72131 0.43252 3.82923 -0.05 0.07 -0.02 -1.20
C 3.45025 0.01895 2.55071 0.05 -0.10 0.01 0.39
C -0.83358 0.70705 5.02249 0.01 0.00 0.00 -0.37
C -6.59089 -0.79592 -4.56999 -0.03 0.01 0.00 -0.49
C -1.24245 -2.08008 -2.68901 0.09 -0.03 -0.02 -0.55
C 1.72763 0.09208 -1.54944 0.07 -0.21 -0.15 -0.81
C -4.32602 -0.91554 -3.78676 0.00 -0.03 -0.05 0.41
C -4.28627 1.30822 3.04239 -0.05 0.07 0.03 -1.43
C -3.21800 0.43851 2.38385 -0.02 0.08 0.02 0.95
C 4.26147 2.39946 -3.01534 0.11 -0.02 0.22 -0.02
C -2.08106 -2.81065 3.80859 -0.02 0.05 0.00 -1.42
C -1.07761 3.10234 4.71736 -0.07 0.00 -0.02 -0.52
C 4.80743 -1.23806 -0.40042 -0.04 -0.05 -0.01 0.20
C -3.76429 0.91360 -0.57719 -0.04 0.00 0.03 -0.98
C -0.85945 -2.10439 -4.17054 0.01 0.05 -0.10 -1.10
C -0.56139 1.87582 4.32507 0.02 0.01 0.06 0.90
C 5.87949 3.92894 -3.76092 -0.12 -0.01 0.14 -0.41
C 2.38731 2.71544 -1.32647 -0.05 -0.06 0.08 -1.46
C 3.09576 1.91532 -2.22179 0.03 0.15 -0.24 1.49
C 3.77482 -1.48071 2.52815 0.02 0.12 -0.03 -1.21
C 5.66601 -1.29845 -1.48476 -0.11 0.07 0.12 -0.92
C 3.96484 -2.32245 -0.13292 0.09 0.11 0.08 0.79
C 4.65929 3.72096 -3.10937 0.16 -0.05 -0.16 -0.59
C 1.39185 2.14785 -0.55727 0.03 -0.05 -0.18 -0.21
C 4.83140 -3.49696 -2.03881 0.00 0.06 0.05 -0.89
C -0.91532 1.09264 -3.15136 -0.04 0.10 0.00 -0.52
C -1.88279 3.15797 5.84778 0.01 0.02 -0.02 -0.74
C -3.56795 0.17182 -1.67437 -0.08 0.01 0.07 1.26
C -5.29032 -1.23989 -4.73172 0.04 0.01 0.00 -1.11
C -6.91644 -0.03161 -3.45515 -0.01 -0.01 -0.01 -0.81
C 2.13061 1.83664 3.72890 -0.01 -0.11 0.09 -1.37
C 5.67899 -2.42906 -2.29967 0.03 -0.01 -0.14 -0.61
C -3.21833 -3.41539 1.64766 -0.01 -0.03 0.01 -1.67
C -2.16528 1.99811 6.55309 -0.02 -0.01 0.02 -0.58
C -2.99921 3.98774 1.38636 -0.07 0.03 0.00 -1.48
H -1.45865 2.31221 -4.86604 0.01 -0.01 0.01 0.46
H 4.84685 -4.36760 -2.68046 -0.01 -0.01 0.03 0.45
H -1.70714 -5.37966 2.84531 0.00 0.02 0.00 0.49
H -3.66247 -2.44330 1.43377 0.00 0.00 0.02 0.15
H -3.12590 -3.97420 0.71318 0.02 0.02 -0.01 0.44
H 3.40989 0.41151 4.67605 0.02 0.02 0.00 0.71
H -3.91512 -3.97281 2.27345 0.01 -0.01 -0.01 0.51
H 4.79488 -0.35694 0.23126 0.01 -0.02 -0.01 0.11
H -0.16620 -4.52237 2.87303 -0.01 0.00 -0.01 0.33
H -1.65852 -2.62641 -0.15815 -0.12 -0.04 -0.01 0.12
H -0.93879 -4.95293 1.33092 0.01 0.01 0.00 0.35
H -5.02181 1.67517 2.32289 0.03 -0.01 0.01 0.28
H 6.35583 -2.44261 -3.14690 -0.09 0.05 0.02 0.45
H 3.25461 -0.05688 -3.04802 0.03 -0.01 0.02 0.74
H -1.87813 -0.12582 6.69512 0.01 0.02 -0.01 0.47
H 6.28011 4.93245 -3.86217 -0.01 -0.02 -0.02 0.42
H -0.15923 -2.16679 2.17415 0.07 -0.11 -0.02 -0.10
H -7.34756 -1.03973 -5.30413 0.00 0.00 0.01 0.40
H 0.81233 2.73180 0.14314 0.00 0.03 0.06 -0.12
H 4.37418 0.59269 2.45792 0.00 0.00 0.00 0.65
H -3.31348 -1.26685 -3.93692 -0.10 0.04 0.04 0.00
H -0.49948 -3.09108 -4.46669 -0.02 0.00 0.01 0.42
H -4.74227 1.35207 -0.37953 -0.03 -0.02 -0.01 0.36
H -0.11881 -3.16261 0.14402 0.10 -0.12 -0.04 0.11
H -0.43457 -0.23787 4.67563 -0.01 0.01 0.01 0.27
H -3.84658 2.17717 3.53396 -0.02 -0.03 -0.01 0.20
H -1.11696 -2.64635 4.30010 -0.02 0.01 -0.01 0.31
H -0.06110 -1.39117 -4.38642 -0.01 -0.04 0.01 0.23
H -2.65999 -1.88735 3.84134 0.03 -0.04 0.01 0.19
H -0.86833 3.99983 4.14584 0.01 -0.03 0.00 0.44
H -3.00069 3.86830 2.47042 0.00 0.01 -0.02 0.23
H 1.43538 -0.95424 -1.61212 -0.01 0.00 0.00 0.36
H -3.66910 -0.48662 2.01891 -0.04 0.01 0.02 0.13
H -5.01866 -1.83484 -5.59473 -0.01 0.01 0.01 0.43
H 1.95453 2.28305 4.70717 0.04 0.03 -0.02 0.58
H -2.84096 1.79748 -3.89972 0.03 0.01 0.00 0.30
H -0.39389 -2.50478 -2.13942 -0.02 0.05 0.04 0.34
H 3.49001 -1.96151 3.46510 -0.03 0.00 -0.01 0.64
H -2.81167 5.04205 1.17145 0.00 -0.02 -0.01 0.41
H 6.33224 -0.48046 -1.72929 0.05 -0.01 -0.04 0.61
H -2.09196 -2.74549 -2.49700 0.00 0.02 -0.02 0.50
H -1.69265 -1.85788 -4.83055 0.05 0.00 0.04 0.29
H 2.82755 0.26393 1.68981 0.00 0.02 -0.03 -0.56
H 3.33647 -4.29825 -0.70814 0.03 0.01 0.00 0.47
H -0.96177 3.34484 1.11062 0.00 -0.04 0.07 0.34
H -4.83420 0.74883 3.80543 0.02 0.00 -0.02 0.38
H -2.03953 0.65603 -4.96990 0.00 0.02 0.03 0.31
H -2.80059 2.04389 7.42800 0.01 0.00 -0.01 0.43
H -6.24155 0.87695 -1.65840 0.02 0.01 0.02 0.36
H 4.09196 4.55121 -2.71338 0.00 -0.01 0.00 0.42
H 2.61509 3.76558 -1.20499 0.01 -0.03 0.00 0.37
H -4.00770 3.76103 1.03407 0.03 -0.01 0.00 0.34
H 4.82961 -1.69648 2.36159 -0.03 0.00 -0.02 0.58
H -2.29770 4.10492 6.16681 0.01 -0.02 0.00 0.43
H 0.02667 0.72775 -3.56611 0.00 -0.01 0.03 0.36
H 2.76775 2.50916 3.15254 0.02 -0.04 -0.02 0.65
H -1.91315 3.31232 -0.35136 0.03 0.02 0.01 0.48
H -2.47234 0.14499 3.11456 0.14 0.00 0.06 -0.68
H -7.93139 0.32005 -3.31926 0.02 0.00 0.00 0.41
H -2.61038 -3.57564 4.37601 0.00 0.00 -0.01 0.56
H 1.93022 -0.28495 4.05896 0.00 0.00 -0.03 0.21
H -0.66800 1.97548 -2.55359 -0.03 -0.02 0.01 0.51
```
Forces are in eV/Å.

***

(2)
Computed, not measured: a molecular structure, C45H63BBaN6O2S3 at a distorted geometry, with ωB97M-V with the def2-TZVPD basis set.

Output
- HOMO: -5.74 eV
- Charge: 0
- Strongest force on any atom: 5.60 eV/Å
- Multiplicity: 1
- E_tot: -3476.4610 hartree

```
121
Properties=species:S:1:pos:R:3:forces:R:3:mulliken_charge:R:1
Ba -0.01828 -1.02063 0.31473 1.05 2.92 4.66 1.54
S -4.63578 0.36637 1.48623 -0.12 -0.21 -0.35 -0.36
S -2.92428 0.64157 -1.21897 -1.56 0.82 -1.74 0.32
S 0.20342 -2.90613 -2.32747 -0.59 -1.53 -2.10 0.28
O -1.65518 -0.03463 -0.86357 -1.28 0.62 -1.16 -0.05
O 0.60532 -1.60643 -1.75637 1.25 0.45 -2.07 -0.09
N -4.55628 0.21067 4.08963 -0.04 0.58 0.30 0.00
N 1.45862 -2.69913 1.18153 1.31 -1.16 1.32 -0.89
N 1.14762 -3.98473 1.01413 -0.11 -0.63 -0.15 0.30
N -1.69108 -2.96743 0.78903 -0.27 0.02 -0.08 0.93
N -4.85968 2.35987 3.18913 -0.10 0.88 0.18 -0.44
N -1.40088 -4.16883 1.27913 -0.37 -0.60 0.03 -0.42
C 2.42792 1.47137 2.23943 -0.59 -0.27 0.23 -1.35
C -1.85818 3.41937 -4.68947 0.03 0.03 -0.01 -0.65
C -1.57788 -2.71113 -2.74117 0.34 0.20 0.04 -0.05
C -3.51288 2.41747 -3.26277 -0.01 -0.04 0.07 -0.47
C -1.11548 2.64987 1.20953 0.31 -0.12 0.14 -1.43
C -0.38458 1.95367 3.47223 0.05 0.07 -0.25 -1.87
C 0.63052 3.97397 2.39583 -0.20 -0.22 0.02 -1.96
C 2.57202 1.51647 -2.42287 0.20 -0.03 0.11 -1.83
C -4.68308 1.05407 2.98803 0.11 -1.17 0.06 -0.07
C 0.09532 2.55077 2.14183 0.09 0.10 0.08 2.16
C -3.18378 3.25517 -4.31547 -0.09 -0.04 0.01 -0.70
C 5.53252 2.05327 2.23013 0.00 -0.16 0.06 -1.87
C -0.85388 2.76907 -3.99097 -0.02 0.06 -0.11 -0.69
C 5.73792 -0.19483 1.18563 -0.14 0.21 -0.02 -1.82
C -5.12208 4.30887 4.55953 -0.02 0.04 -0.03 -1.34
C 3.14652 -3.69693 0.12063 -0.02 -0.26 -0.17 -0.73
C 3.43902 1.06367 1.35663 0.20 -0.34 -0.01 -0.15
C 3.55052 1.05897 -1.32917 0.20 0.00 -0.16 2.86
C 1.52582 1.48327 0.18243 0.10 1.19 0.80 -0.76
C 0.79812 -2.80333 -4.03767 0.13 -0.31 0.16 0.37
C -4.50638 -0.32683 6.46753 0.05 -0.02 -0.03 -1.47
C -4.83138 2.00637 5.55293 0.01 -0.21 -0.15 -0.95
C -3.86928 -0.58813 -2.22547 0.16 0.28 0.18 -0.95
C -1.17918 1.93357 -2.93637 0.07 -0.23 0.29 0.27
C -3.60418 -4.06813 1.14483 -0.07 -0.06 0.03 -1.73
C 1.24022 1.74097 1.56373 0.18 -0.04 -0.91 0.83
C -2.50458 1.73847 -2.59527 -0.04 0.09 0.19 0.05
C -3.28898 -0.99793 -3.57157 0.25 0.03 0.05 -1.27
C 0.62122 -3.87323 -4.90037 -0.03 -0.03 0.08 -0.64
C 3.99612 -0.35443 -1.74267 -0.09 0.16 0.08 -1.43
C 2.89732 1.12717 0.04733 -0.30 -0.15 -0.23 0.44
C -2.52318 -4.85373 1.50783 -0.33 -0.05 -0.03 -0.38
C 1.10792 -3.78953 -6.19397 -0.06 0.01 0.00 -0.73
C -4.93008 2.83777 4.40953 0.06 -0.36 0.12 1.10
C 4.59032 0.00087 3.31973 0.07 0.11 -0.10 -1.79
C 1.47132 -1.66883 -4.45057 -0.05 0.15 0.39 -0.36
C -3.01938 -2.88923 0.70243 -0.16 -0.14 0.02 -0.58
C 1.76102 -2.64303 -6.62137 0.01 0.00 -0.06 -0.55
C 2.14242 -4.61213 0.38133 0.52 -0.08 -0.25 -0.86
C 1.94302 -1.58383 -5.74887 -0.01 -0.06 -0.08 -0.81
C -1.82758 -1.45343 -3.54897 0.02 0.13 -0.24 0.40
C 4.73662 2.03457 -1.40117 -0.16 -0.15 -0.02 -1.97
C -4.64038 0.66387 5.36413 -0.02 0.33 -0.15 0.98
C 4.79782 0.72667 1.97163 0.20 0.04 0.06 2.57
C 2.65712 -2.50723 0.64783 0.26 -0.14 0.11 0.17
B -0.01228 -4.65083 1.77143 0.14 0.05 0.22 0.19
H 4.95872 2.67557 2.91303 -0.08 0.06 0.07 0.29
H -4.90558 2.41817 6.54513 -0.01 0.00 0.11 0.40
H -4.87688 0.08967 7.39933 0.00 0.01 0.03 0.38
H -1.51218 -1.61533 -4.58407 0.02 0.04 0.11 0.61
H 6.51772 1.87747 2.66053 0.17 0.00 0.11 0.52
H -4.85348 -0.14103 -2.35447 -0.13 0.02 0.08 0.62
H -3.97548 -1.43843 -1.55587 -0.07 -0.02 0.12 0.70
H 2.45542 -0.69133 -6.07337 0.07 0.08 -0.01 0.49
H 0.98122 -4.61933 -6.87037 -0.04 -0.12 -0.07 0.41
H 2.10802 -5.66333 0.17533 -0.14 -0.20 0.00 0.51
H 5.30632 -1.18643 1.07473 -0.03 -0.17 -0.08 0.20
H -1.52318 1.65867 1.00963 -0.14 -0.04 -0.03 -0.16
H 3.11402 -1.53733 0.69563 0.04 0.35 -0.08 0.43
H -4.54198 2.28517 -2.96237 -0.16 0.05 -0.01 0.48
H -2.49878 -5.83663 1.93773 0.10 -0.16 0.00 0.45
H -0.84688 3.11837 0.26543 0.02 0.03 -0.19 0.34
H 3.89272 -0.82913 3.20813 -0.04 -0.03 0.00 0.25
H 4.43572 -0.33083 -2.74087 0.07 -0.04 -0.14 0.63
H -2.06118 -2.66953 -1.76847 -0.07 -0.17 0.16 -0.44
H 5.53882 -0.39873 3.67623 0.15 -0.02 0.07 0.48
H 1.71622 0.84807 -2.46387 -0.21 -0.06 -0.04 -0.33
H 4.72952 -0.76803 -1.06327 0.10 -0.10 0.08 0.01
H 6.66582 -0.29593 1.74873 0.07 -0.07 0.04 0.65
H -1.88658 -3.61493 -3.26217 0.00 -0.18 0.04 0.71
H -4.41118 -0.77413 3.89443 -0.04 0.18 -0.06 0.19
H 5.99992 0.19127 0.20833 0.03 -0.01 -0.12 0.29
H 5.18132 2.02657 -2.39677 0.07 -0.01 -0.14 0.47
H 2.54992 1.57987 3.30143 0.04 -0.03 0.27 0.34
H -5.32258 4.74917 3.58823 0.00 0.03 -0.03 0.34
H -0.14648 4.62197 2.79923 -0.16 0.15 0.07 0.46
H -5.05838 -1.23543 6.23793 -0.05 -0.08 0.01 0.39
H -0.41378 1.42677 -2.36717 0.15 -0.05 0.02 -0.25
H -1.21068 -0.65443 -3.13647 0.03 -0.05 -0.14 -0.55
H -1.61018 4.06247 -5.52157 0.02 0.06 -0.02 0.42
H 0.99662 4.39987 1.46533 0.05 0.08 -0.13 0.39
H 0.41592 1.94757 4.20653 0.11 -0.09 0.10 0.34
H 1.45962 3.94557 3.09753 0.10 -0.01 0.08 0.34
H -3.36678 -0.15303 -4.26067 -0.03 -0.12 -0.01 0.41
H -3.96428 3.77887 -4.84657 -0.07 0.04 -0.04 0.42
H 1.63142 -0.86543 -3.74717 0.01 0.08 0.03 0.38
H 0.11212 -4.76443 -4.56467 -0.04 -0.17 0.02 0.49
H -0.72628 0.92747 3.31923 -0.04 -0.07 0.08 0.28
H -5.94558 4.52137 5.24013 -0.01 0.02 0.05 0.39
H 5.65382 2.61027 1.30563 0.05 0.08 -0.12 0.29
H -1.21048 2.54097 3.87393 -0.15 0.07 0.10 0.47
H -4.64968 -4.30623 1.19143 -0.10 -0.07 0.04 0.50
H 5.50982 1.79147 -0.68447 0.11 0.02 0.07 0.31
H -4.21988 4.75867 4.97433 0.04 0.03 0.05 0.31
H 0.18142 2.91107 -4.26737 0.06 -0.01 0.04 0.52
H -1.89818 3.24747 1.67683 -0.11 0.02 0.01 0.48
H 2.22692 2.53177 -2.24487 -0.10 0.13 0.03 0.37
H 0.95432 1.95897 -0.59597 -0.28 -0.19 -0.30 0.08
H 0.08462 -4.35273 2.92713 0.03 0.02 0.32 -0.20
H 4.38832 3.04257 -1.18857 -0.02 0.15 0.06 0.31
H -3.91038 -1.80653 -3.96967 -0.09 0.08 0.00 0.54
H 3.13772 -1.02653 -1.75747 -0.04 -0.05 -0.04 -0.21
H 4.08382 -3.87143 -0.37177 0.12 -0.02 -0.04 0.56
H 4.21192 0.66737 4.08933 -0.09 0.04 0.07 0.38
H 3.07642 1.50147 -3.39137 0.03 -0.06 -0.08 0.65
H -3.50298 -1.99183 0.36603 0.01 0.14 0.02 0.61
H 0.03572 -5.83173 1.59013 0.05 -0.26 -0.04 -0.19
H 2.13292 -2.58173 -7.63447 0.02 0.00 -0.03 0.40
H -3.45858 -0.59373 6.59853 0.08 -0.04 0.02 0.31
```
Forces are in eV/Å.